(1)
{"formula": "C4H12O2", "method": "ωB97M-V/def2-TZVPD", "max_force_ev_per_a": 3.462, "relative_energy_ev": 1.325, "total_charge": 0, "homo_energy_ev": -9.74, "homo_lumo_gap_ev": 10.39, "lumo_ev": 0.644, "spin_multiplicity": 1, "species": ["H", "H", "H", "H", "H", "H", "H", "H", "H", "C", "C", "C", "O", "H", "H", "C", "H", "O"], "coordinates": [[2.64, 1.33, 0.31], [-5.23, -3.70, -4.19], [-0.68, 2.55, 0.88], [1.46, 2.73, 0.21], [1.32, -1.25, 0.42], [-1.40, 0.71, 0.98], [1.40, 0.58, 2.71], [-0.44, -0.98, 0.16], [-4.12, -3.64, -3.11], [0.58, -0.57, -0.10], [1.70, 1.71, -0.09], [0.56, 0.81, 0.34], [2.16, 0.42, 3.34], [0.78, -0.80, -1.14], [2.90, 0.90, 3.03], [-0.53, 1.43, 0.75], [1.99, 1.67, -1.26], [-5.09, -3.89, -3.23]]}

***

(2)
{"formula": "C24H23AsF7O8V", "method": "ωB97M-V/def2-TZVPD", "max_force_ev_per_a": 1.019, "total_charge": 0, "homo_energy_ev": -8.75, "homo_lumo_gap_ev": 7.92, "lumo_ev": -0.828, "spin_multiplicity": 1, "species": ["F", "H", "H", "C", "C", "H", "C", "C", "C", "H", "F", "C", "O", "F", "O", "H", "F", "C", "H", "F", "H", "H", "H", "C", "C", "H", "C", "H", "C", "As", "C", "C", "C", "F", "H", "H", "H", "O", "H", "C", "H", "O", "F", "O", "C", "O", "C", "C", "O", "H", "C", "C", "H", "H", "V", "H", "H", "C", "C", "H", "O", "C", "H", "C"], "coordinates": [[-19.62, 25.29, -23.92], [-26.23, 29.12, -26.68], [-20.43, 35.88, -20.98], [-23.79, 32.32, -21.42], [-22.14, 30.02, -24.89], [-20.25, 33.43, -21.18], [-15.99, 29.11, -19.83], [-21.26, 33.08, -19.33], [-20.74, 33.88, -20.32], [-14.03, 26.89, -18.71], [-20.07, 25.17, -21.54], [-23.61, 29.86, -20.21], [-25.87, 30.01, -26.62], [-21.50, 23.92, -23.11], [-25.38, 33.01, -19.76], [-15.34, 29.98, -19.80], [-21.88, 26.08, -24.30], [-24.58, 32.05, -20.33], [-21.93, 31.97, -25.69], [-22.35, 25.91, -21.95], [-21.52, 36.88, -18.95], [-22.54, 35.41, -17.27], [-22.47, 28.29, -21.87], [-17.78, 27.01, -19.51], [-20.86, 35.26, -20.21], [-20.02, 27.68, -19.96], [-24.69, 30.01, -25.94], [-20.29, 30.65, -24.80], [-22.63, 31.16, -25.49], [-20.98, 25.54, -22.94], [-24.50, 30.80, -19.72], [-22.84, 30.14, -21.32], [-23.93, 31.18, -25.96], [-20.49, 27.23, -22.69], [-23.78, 33.32, -21.85], [-24.31, 32.03, -26.51], [-25.08, 30.61, -18.83], [-19.70, 30.91, -21.95], [-17.68, 30.25, -20.50], [-18.20, 28.23, -20.00], [-24.91, 33.85, -19.75], [-18.52, 28.95, -22.98], [-21.11, 31.75, -19.43], [-22.01, 29.14, -21.84], [-15.54, 27.88, -19.36], [-14.22, 27.78, -19.02], [-17.33, 29.29, -20.13], [-16.44, 26.84, -19.18], [-20.85, 30.00, -24.35], [-22.54, 28.01, -24.24], [-22.09, 34.98, -18.16], [-21.96, 33.59, -18.25], [-23.47, 28.92, -19.69], [-22.42, 32.93, -17.53], [-19.89, 29.40, -22.38], [-22.25, 31.69, -22.72], [-16.07, 25.92, -18.74], [-22.88, 31.39, -21.90], [-21.46, 35.81, -19.08], [-18.45, 26.16, -19.43], [-19.54, 28.38, -20.42], [-22.93, 28.89, -24.74], [-24.86, 28.04, -25.15], [-24.22, 28.90, -25.25]]}

***

(3)
{"formula": "C15H22ClN5Re", "method": "ωB97M-V/def2-TZVPD", "max_force_ev_per_a": 3.372, "total_charge": 2, "homo_energy_ev": [-13.53, -15.34], "homo_lumo_gap_ev": [6.72, 5.70], "lumo_ev": [-6.805, -9.639], "spin_multiplicity": 4, "species": ["H", "C", "H", "H", "C", "H", "H", "H", "H", "N", "H", "C", "C", "H", "C", "H", "H", "N", "H", "C", "C", "H", "H", "H", "C", "H", "H", "Re", "H", "Cl", "C", "H", "H", "C", "H", "N", "C", "N", "C", "C", "H", "C", "C", "N"], "coordinates": [[2.53, 1.88, 1.58], [-1.56, -0.84, 2.37], [1.58, 0.96, -0.78], [-1.25, -3.90, -3.80], [-0.29, -3.62, -4.24], [-2.35, 0.62, -0.55], [-1.22, -1.66, 3.00], [-2.30, -1.87, -4.91], [1.27, -0.73, -5.36], [1.56, -0.02, 5.31], [0.69, 3.57, 2.65], [-1.47, -0.82, 0.94], [-0.27, 2.17, -0.27], [1.15, -2.33, -6.11], [-0.55, 3.04, 0.85], [-2.51, 0.60, 3.83], [2.01, -2.17, -4.58], [2.41, 0.87, 4.68], [4.05, 1.97, 4.88], [-1.33, -1.63, -5.33], [0.56, 2.97, 1.75], [3.55, 1.14, 6.28], [-1.41, 3.69, 0.99], [0.54, -4.03, -3.66], [0.58, -0.11, 4.44], [-0.25, -4.08, -5.24], [-0.28, -0.74, 4.67], [-0.35, 1.05, 1.54], [-1.25, -2.17, -6.29], [-0.23, -1.23, -2.79], [1.15, -1.80, -5.14], [-1.03, -1.59, 0.32], [-3.07, 2.09, 1.67], [1.03, 1.60, -0.08], [-0.87, 2.08, -1.17], [3.26, 1.66, 5.45], [-2.53, 1.14, 1.65], [1.88, 1.40, 3.60], [1.53, 2.07, 1.18], [-2.10, 0.40, 0.48], [-1.27, -0.56, -5.55], [-0.17, -2.10, -4.43], [-2.22, 0.36, 2.81], [0.78, 0.67, 3.33]]}

***

(4)
{"formula": "C8H8N4Se", "method": "ωB97M-V/def2-TZVPD", "max_force_ev_per_a": 7.240, "total_charge": 0, "homo_energy_ev": [-4.86, -9.03], "homo_lumo_gap_ev": [5.17, 6.15], "lumo_ev": [0.311, -2.875], "spin_multiplicity": 3, "species": ["H", "C", "Se", "H", "H", "C", "C", "C", "C", "C", "N", "C", "N", "N", "C", "H", "H", "H", "H", "H", "N"], "coordinates": [[-4.11, 0.57, -1.63], [-4.21, 0.85, -0.56], [-2.45, 1.05, 0.32], [2.19, -1.91, -0.97], [-4.37, 1.94, -0.55], [3.31, -0.29, -0.30], [1.04, -0.41, -0.06], [3.41, 0.91, 0.46], [2.23, 1.50, 0.85], [1.02, 0.85, 0.56], [-0.13, -1.10, -0.11], [2.14, -0.95, -0.56], [-2.33, -1.92, 0.30], [-1.33, -2.90, 0.08], [-1.97, -0.74, 0.23], [0.06, 1.25, 0.95], [4.37, 1.41, 0.57], [4.20, -0.65, -0.80], [2.19, 2.55, 1.17], [-4.99, 0.36, 0.15], [-0.25, -2.36, -0.11]]}

***

| no. | calculated total energy (eV) |
| --- | --- |
| 1 | -8436.18919 |
| 2 | -147193.91355 |
| 3 | -37993.66938 |
| 4 | -79724.13395 |